Record 1
A structure of composition C4H11N4, computed with the ωB97M-V functional and the def2-TZVPD basis.

The energy above the lowest of the compared OMol25 structures with the same formula, charge and spin is 82.15 kcal per mole. The value obtained for the molar mass is 115.16 Da. The calculation puts the frontier orbital gap at 0.422 Ha. The calculation puts the total energy at -377.69583 Eh.

The geometry in ORCA input format:
```
! wB97M-V def2-TZVPD RIJCOSX def2/J DEFGRID3
* xyz 1 1
C 2.836 -0.344 0.123
C 1.146 1.074 -0.338
C -0.507 -0.274 1.009
C -1.846 0.323 0.538
N 2.482 0.807 -0.020
N 1.233 -1.353 -0.181
N 0.371 -0.261 -0.191
N -2.032 -0.161 -0.832
H 3.733 -0.873 0.345
H 0.726 1.821 0.338
H 1.084 1.443 -1.368
H -0.068 0.262 1.846
H -0.629 -1.321 1.290
H -1.788 1.414 0.518
H -2.649 0.041 1.221
H 1.432 -1.690 -1.123
H -2.598 0.463 -1.395
H -2.469 -1.077 -0.847
H -0.458 -0.292 -0.933
*
```

=====

Record 2
A cluster of 2 separate species, C4H11N4 in total, computed with the ωB97M-V functional and the def2-TZVPD basis.

The energy above the lowest of the compared OMol25 structures with the same formula, charge and spin is 128.52 kcal per mole. The value obtained for the molar mass is 115.16 Da. The calculation puts the frontier orbital gap (alpha / beta) at 0.293 / 0.219 Ha. The calculation puts the total energy at -377.62193 Eh.

The geometry in ORCA input format:
```
! wB97M-V def2-TZVPD RIJCOSX def2/J DEFGRID3
* xyz 1 1
C -1.252 -0.428 -0.910
C 0.970 0.049 1.235
C -0.350 0.247 -1.748
C 2.205 0.193 1.907
N -0.216 0.187 1.697
N -1.344 0.241 1.352
N -1.289 -1.752 -0.634
N -0.298 1.590 -2.016
H -2.222 0.098 -0.821
H 1.156 -0.152 0.220
H 0.538 -0.224 -2.000
H 2.144 -0.183 2.940
H 2.306 1.330 1.889
H 3.031 -0.213 1.284
H -0.680 -2.431 -1.015
H -2.227 -2.061 -0.523
H -1.024 2.207 -1.903
H 0.567 1.741 -2.565
H -2.014 -0.441 1.612
*
```

=====

Record 3
A cluster of 2 separate species, C4H11N4O in total, computed with the ωB97M-V functional and the def2-TZVPD basis.

The energy above the lowest of the compared OMol25 structures with the same formula, charge and spin is 116.99 kcal per mole. The value obtained for the molar mass is 131.16 Da. The calculation puts the frontier orbital gap at 0.300 Ha. The calculation puts the total energy at -452.85830 Eh.

The geometry in ORCA input format:
```
! wB97M-V def2-TZVPD RIJCOSX def2/J DEFGRID3
* xyz 1 1
C -1.606 1.115 -0.071
C -0.227 1.478 -2.193
C 1.006 -1.454 2.537
C 0.425 -0.966 0.405
N -1.262 0.767 -1.197
N 0.667 -2.727 1.846
N 0.381 -2.299 0.565
N 0.092 2.748 -1.683
O 0.695 -0.411 1.647
H -2.559 0.855 0.309
H -1.149 1.779 0.533
H 0.585 0.699 -2.409
H -0.805 1.335 -3.069
H 0.614 -1.423 3.488
H 2.034 -1.384 2.708
H -1.857 -0.110 -1.487
H 1.414 -3.432 1.923
H 0.611 -2.909 -0.230
H -0.198 3.544 -2.294
H 1.138 2.796 -1.327
*
```

=====

Record 4
The ion C4H11N4S with charge +1, computed with the ωB97M-V functional and the def2-TZVPD basis.

The energy above the lowest of the compared OMol25 structures with the same formula, charge and spin is 33.71 kcal per mole. The value obtained for the molar mass is 147.23 Da. The calculation puts the frontier orbital gap at 0.309 Ha. The calculation puts the total energy at -775.91257 Eh. Its SMILES is CNN/C(N)=[N+](/C)C=S.

The geometry in ORCA input format:
```
! wB97M-V def2-TZVPD RIJCOSX def2/J DEFGRID3
* xyz 1 1
C 0.141 -1.007 -2.136
C -0.562 0.052 -0.005
C -1.710 -2.073 -0.748
C 2.288 1.595 1.717
N -1.638 0.427 0.707
N 0.611 0.684 0.162
N -0.700 -0.931 -0.992
N 0.884 1.691 1.101
S 0.169 -2.178 -3.278
H 0.716 -0.027 -2.294
H -1.495 -2.981 -1.355
H -1.646 -2.279 0.326
H -2.657 -1.597 -1.040
H 2.919 1.245 0.845
H 2.644 2.617 2.115
H 2.283 0.861 2.574
H -2.610 0.320 0.231
H 1.414 0.092 -0.110
H 0.672 2.637 0.582
H -1.724 0.852 1.599
*
```

=====

Record 5
The ion C4H11N5 with charge +2, computed with the ωB97M-V functional and the def2-TZVPD basis.

The energy above the lowest of the compared OMol25 structures with the same formula, charge and spin is 61.21 kcal per mole. The value obtained for the molar mass is 129.17 Da. The calculation puts the frontier orbital gap (alpha / beta) at 0.254 / 0.254 Ha. The calculation puts the total energy at -432.05303 Eh.

The geometry in ORCA input format:
```
! wB97M-V def2-TZVPD RIJCOSX def2/J DEFGRID3
* xyz 2 1
C 0.977 1.211 2.001
C -0.081 0.906 0.988
C 0.037 -0.318 0.142
C -0.119 -1.578 -1.956
N 0.672 -1.465 0.589
N -1.114 1.701 0.875
N -1.164 0.578 -1.746
N 1.697 0.173 2.253
N -0.413 -0.326 -1.101
H 1.072 2.179 2.348
H 0.819 -2.019 -1.686
H -0.792 -2.303 -1.694
H -0.044 -1.150 -2.925
H 0.645 -2.306 0.025
H -1.542 2.357 1.607
H -1.792 1.507 0.131
H -1.056 1.569 -1.540
H -1.348 0.389 -2.729
H 2.471 0.298 2.901
H 1.075 -1.403 1.516
*
```

=====

Record 6
The ion C4H11N5O with charge +2, computed with the ωB97M-V functional and the def2-TZVPD basis.

The energy above the lowest of the compared OMol25 structures with the same formula, charge and spin is 43.05 kcal per mole. The value obtained for the molar mass is 145.17 Da. The calculation puts the frontier orbital gap at 0.328 Ha. The calculation puts the total energy at -507.36618 Eh. Its SMILES is NC1=C([NH3+])NC=[NH+][C@@]1(N)O.

The geometry in ORCA input format:
```
! wB97M-V def2-TZVPD RIJCOSX def2/J DEFGRID3
* xyz 2 1
C -0.233 -2.172 0.215
C 0.086 0.748 -0.028
C -1.210 0.001 -0.172
C 1.346 -0.183 -0.187
N -1.223 -1.376 -0.116
N 1.022 -1.610 0.256
N 0.313 2.020 0.233
N 2.462 0.443 0.366
N -2.540 0.579 -0.251
O 1.576 -0.428 -1.596
H -0.344 -3.233 0.449
H -2.104 -1.804 0.074
H 1.792 -2.180 0.536
H -0.493 2.633 0.282
H 1.210 2.360 0.477
H 2.446 0.571 1.327
H 3.398 0.193 0.051
H -3.157 -0.181 0.116
H -2.757 0.573 -1.278
H -2.737 1.405 0.464
H 2.185 0.231 -1.794
*
```

=====

Look up the energy above the lowest of the compared OMol25 structures with the same formula, charge and spin of the fourth one.
33.71 kcal per mole